No. 1
The following is a DFT calculation (the ωB97M-V functional and the def2-TZVPD basis) of a cluster of 2 separate species, C4H8O2 in total.

Geometry as ORCA input:
```
! RIJCOSX wB97M-V def2-TZVPD def2/J DEFGRID3
* xyz 0 1
C 0.53063 0.53383 -0.05647
C 0.57927 -0.70109 0.44311
O -0.53942 -1.38956 0.80051
C -1.68227 -0.81636 0.19608
O -1.81691 0.53349 0.49908
C -0.75915 1.30234 -0.06064
H 3.42591 -0.10877 -0.37322
H 1.42746 1.02346 -0.41676
H 3.18381 -0.63211 -0.84057
H 1.48683 -1.27682 0.59366
H -2.54833 -1.33980 0.59889
H -1.59233 -0.96452 -0.89306
H -0.66789 2.18637 0.58036
H -1.02760 1.64955 -1.07100
*
```

Values from the calculation:
**SMILES**: C1=COCOC1.[H][H]
**Energy above the lowest of the compared OMol25 structures with the same formula, charge and spin**: 63.4 kcal/mol
**Gap between HOMO and LUMO**: 0.3687 Ha



No. 2
The following is a DFT calculation (the ωB97M-V functional and the def2-TZVPD basis) of a structure of composition C26H40AlNO4P2S in a non-equilibrium geometry.

Geometry as ORCA input:
```
! RIJCOSX wB97M-V def2-TZVPD def2/J DEFGRID3
* xyz 0 1
Al -0.41844 1.14643 -1.00430
C 2.94227 3.70464 -0.65601
C 2.59647 3.09261 0.70743
C 3.83108 2.89599 1.59069
P 1.53894 1.59664 0.45514
C 1.23519 0.81960 2.12595
C 2.36510 -0.06348 2.64667
C 0.80907 1.88749 3.13775
C 2.47678 0.35171 -0.47429
C 3.81049 0.36464 -0.87012
C 4.33363 -0.64335 -1.66760
C 5.77949 -0.62749 -2.08930
C 3.48543 -1.66586 -2.08901
C 2.15149 -1.68534 -1.72817
C 1.63035 -0.68113 -0.91393
N 0.26917 -0.56991 -0.57275
C -0.45021 -1.62787 -0.05546
C 0.15605 -2.79362 0.44079
C -0.59376 -3.81009 0.99839
C -1.97885 -3.71734 1.11249
C -2.79289 -4.83325 1.71775
C -2.58607 -2.55984 0.65076
C -1.86101 -1.52165 0.06727
P -2.53627 0.00153 -0.62963
C -3.68253 -0.43868 -2.02494
C -4.57908 -1.65372 -1.81215
C -2.78250 -0.63984 -3.25297
C -3.47994 0.90105 0.68986
C -4.67601 0.17209 1.29213
C -2.48240 1.29814 1.78306
H 3.27057 4.73591 -0.51649
H 2.08272 3.71841 -1.32574
H 3.74626 3.15873 -1.14983
H 1.92029 3.78933 1.21370
H 4.42626 2.03608 1.28748
H 3.55457 2.75947 2.63541
H 4.46438 3.78324 1.52998
H 0.37509 0.17256 1.93803
H 3.26629 0.51440 2.85682
H 2.61499 -0.83940 1.92312
H 2.05063 -0.55211 3.57180
H 1.67101 2.42112 3.53823
H 0.28852 1.42314 3.97709
H 0.13361 2.61814 2.68707
H 4.47117 1.16389 -0.56252
H 6.26686 0.29890 -1.78772
H 5.86268 -0.71892 -3.17320
H 6.33003 -1.45843 -1.64390
H 3.87704 -2.45042 -2.72653
H 1.49511 -2.46524 -2.09413
H 1.23277 -2.88296 0.38875
H -0.08651 -4.69534 1.36500
H -2.17615 -5.71818 1.86778
H -3.62726 -5.10475 1.06922
H -3.20742 -4.53949 2.68469
H -3.65955 -2.47564 0.76263
H -4.29646 0.45350 -2.17780
H -3.97737 -2.55413 -1.69627
H -5.21344 -1.78559 -2.69045
H -5.22698 -1.55116 -0.94193
H -2.08155 -1.46075 -3.07559
H -2.21391 0.26427 -3.47551
H -3.38189 -0.89446 -4.12861
H -3.82328 1.81169 0.18830
H -4.36331 -0.75523 1.77334
H -5.43117 -0.05574 0.54051
H -5.14038 0.80471 2.05128
H -2.11645 0.41187 2.30740
H -2.95725 1.95493 2.51335
H -1.63345 1.83793 1.35958
O -1.16135 2.78402 -1.09253
S -0.67882 2.91890 -2.57031
O -1.79997 2.86112 -3.45451
O 0.10549 1.55442 -2.62525
O 0.23651 4.00710 -2.69723
*
```

Values from the calculation:
**Gap between HOMO and LUMO**: 0.2932 Ha



No. 3
The following is a DFT calculation (the ωB97M-V functional and the def2-TZVPD basis) of a structure of composition C50H38O6P2STi in a non-equilibrium geometry.

Geometry as ORCA input:
```
! RIJCOSX wB97M-V def2-TZVPD def2/J DEFGRID3
* xyz 2 1
Ti 0.41578 -0.03740 -0.35588
O 3.69863 1.32233 -1.49501
C 2.72027 0.60413 -1.42261
O 2.22689 0.21990 -0.23586
C 1.85219 0.16655 -2.58925
O 2.14166 0.30012 -3.77341
O 0.66693 -0.30912 -2.18809
O -1.43646 -0.86190 -0.29358
C -1.58656 -1.77833 -1.39750
C -2.72152 -1.68346 -2.16466
C -2.90375 -2.65993 -3.15099
C -1.95427 -3.66832 -3.32571
C -0.80311 -3.69494 -2.54703
C -0.58427 -2.71158 -1.55737
P 0.88760 -2.55269 -0.50315
C 2.30485 -2.69944 -1.61179
C 3.56204 -2.77616 -0.99237
C 4.72124 -2.81555 -1.75959
C 4.63969 -2.80333 -3.15197
C 3.39639 -2.73989 -3.77025
C 2.22825 -2.67624 -3.02222
C 0.91850 -4.13357 0.35230
C 0.77335 -4.19759 1.74485
C 0.81624 -5.43048 2.39464
C 0.96992 -6.60972 1.66193
C 1.09178 -6.54884 0.27737
C 1.10504 -5.31636 -0.38116
C -1.97622 -1.28982 0.93827
C -2.86350 -2.34129 0.98594
C -3.45677 -2.65395 2.21741
C -3.16854 -1.91306 3.35408
C -2.21917 -0.89310 3.29532
C -1.59587 -0.56607 2.06156
P -0.28740 0.67649 1.92173
C 0.72665 0.54949 3.40111
C 0.36261 1.11318 4.63017
C 1.21930 0.97493 5.73442
C 2.43450 0.31141 5.60248
C 2.79889 -0.23626 4.36778
C 1.95100 -0.12232 3.27352
C -1.16767 2.24561 2.02125
C -2.51882 2.33979 1.60914
C -3.15819 3.57447 1.61272
C -2.47937 4.72963 2.00171
C -1.14690 4.64579 2.38714
C -0.48667 3.40986 2.39588
H -3.46012 -0.90547 -2.01806
H -3.78232 -2.62967 -3.77044
H -2.12352 -4.44009 -4.07373
H -0.06110 -4.46089 -2.74123
H 3.63480 -2.77736 0.09781
H 5.67771 -2.86385 -1.25870
H 5.54667 -2.85103 -3.74126
H 3.33406 -2.70068 -4.84965
H 1.28082 -2.57621 -3.53955
H 0.63614 -3.28105 2.31587
H 0.73204 -5.46198 3.47329
H 0.99600 -7.56622 2.17556
H 1.19475 -7.46004 -0.30571
H 1.29644 -5.27528 -1.44928
H -3.10908 -2.94595 0.12101
H -4.15281 -3.47968 2.24872
H -3.65174 -2.13815 4.29965
H -1.96754 -0.32434 4.18761
H -0.57368 1.66205 4.73849
H 0.92552 1.41621 6.67401
H 3.11294 0.22419 6.44450
H 3.74263 -0.75217 4.25289
H 2.24876 -0.52742 2.30425
H -3.06172 1.44590 1.30241
H -4.19842 3.63754 1.31582
H -2.98647 5.68502 1.99315
H -0.60309 5.53451 2.68864
H 0.55093 3.35354 2.70236
O -0.10744 1.69791 -0.71113
S 0.26240 2.46489 -2.06064
C 0.94678 3.96893 -1.41625
C 0.96209 5.13307 -2.19196
C 1.64906 6.24773 -1.70860
C 2.32554 6.19746 -0.48269
C 2.31048 5.02094 0.26186
C 1.62198 3.90075 -0.21399
C -1.41754 2.82615 -2.52240
C -2.16508 3.85740 -1.98006
C -3.52212 3.93881 -2.31159
C -4.10404 2.99869 -3.15410
C -3.33921 1.94912 -3.66254
C -1.98557 1.85528 -3.33828
H 0.45227 5.15627 -3.14706
H 1.64730 7.15857 -2.29533
H 2.87321 7.06866 -0.13998
H 2.83793 4.96146 1.20776
H 1.61203 2.96656 0.35125
H -1.72843 4.57771 -1.29583
H -4.12491 4.73354 -1.89760
H -5.15151 3.07901 -3.41521
H -3.78034 1.19277 -4.30031
H -1.36863 1.04397 -3.71703
*
```

Values from the calculation:
**Energy above the lowest of the compared OMol25 structures with the same formula, charge and spin**: 0.0 kcal/mol
**Gap between HOMO and LUMO**: 0.2510 Ha



No. 4
The following is a DFT calculation (the ωB97M-V functional and the def2-TZVPD basis) of a cluster of 3 separate species, C5H9NOS in total in a non-equilibrium geometry.

Geometry as ORCA input:
```
! RIJCOSX wB97M-V def2-TZVPD def2/J DEFGRID3
* xyz 0 1
C -1.94469 2.47027 0.24478
C -1.06170 3.23213 0.03231
C 0.71297 -3.02553 -0.10860
C 1.94078 -3.30082 0.35501
C 0.12786 4.04448 -0.07196
N -4.20046 -1.99952 -0.45014
O -4.59808 0.29027 0.38989
S -5.22834 -0.89889 -0.15821
H -2.68614 1.74544 0.20389
H 0.29167 -2.16479 -0.52377
H -0.05339 -3.89740 -0.32174
H 2.76578 -2.58367 0.32080
H 2.35997 -4.19016 0.58348
H 0.87712 3.42446 0.37056
H -0.16665 5.09582 0.29896
H 0.30311 4.23568 -1.12290
H -3.20988 -1.95767 -0.27536
*
```

Values from the calculation:
**Energy above the lowest of the compared OMol25 structures with the same formula, charge and spin**: 127.0 kcal/mol
**Gap between HOMO and LUMO**: 0.3250 Ha



No. 5
The following is a DFT calculation (the ωB97M-V functional and the def2-TZVPD basis) of an isolated molecule of C6H8O3 in a non-equilibrium geometry.

Geometry as ORCA input:
```
! RIJCOSX wB97M-V def2-TZVPD def2/J DEFGRID3
* xyz 0 1
C 1.47311 -0.73944 -1.07777
C 0.87559 -0.08974 0.21300
C -0.05683 0.92142 -0.19104
C -1.28609 0.65186 0.58769
C -2.27360 1.45738 0.98958
C -1.15031 -0.81004 1.15943
H 2.64728 -2.19738 -1.22858
H 0.90493 -1.16839 -1.94555
H 1.72810 -0.10101 -1.91967
H 1.80882 -0.02322 0.97499
H -0.28632 0.70862 -1.22836
H 0.54631 2.04516 0.00905
H -2.26427 2.25163 0.54831
H -3.13671 1.21179 1.30835
O 2.53300 -1.64121 -0.63864
O -2.02157 -1.30925 1.74065
O -0.04147 -1.16817 0.69858
*
```

Values from the calculation:
**SMILES**: C=C1C[C@H](CO)OC1=O
**Energy above the lowest of the compared OMol25 structures with the same formula, charge and spin**: 129.9 kcal/mol
**Gap between HOMO and LUMO**: 0.3833 Ha



No. 6
The following is a DFT calculation (the ωB97M-V functional and the def2-TZVPD basis) of a cluster of 2 separate species, C34H48BrCl2FNO4PS in total in a non-equilibrium geometry.

Geometry as ORCA input:
```
! RIJCOSX wB97M-V def2-TZVPD def2/J DEFGRID3
* xyz 0 1
C 5.94807 -4.55903 4.66875
C 5.98000 -3.29530 4.26778
C 5.81381 -1.93054 3.39136
C 4.23513 -1.56195 3.34627
C 3.55609 -1.67442 1.88661
C 3.60110 -0.31970 1.01192
C 4.50110 0.89730 1.52300
C 4.63853 2.27492 0.71129
O 5.48880 3.34531 1.21326
C 4.77320 3.84116 2.41725
C 5.08911 5.41837 2.60222
C 3.84184 2.38905 -0.64271
C 3.98962 3.75626 -1.48877
C 3.27269 5.01532 -0.74765
C 1.89981 5.31267 -1.60241
Br 4.48720 6.59313 -1.00857
C 2.96544 1.18532 -1.15022
C 2.78277 -0.20247 -0.36460
N 1.94566 -1.28113 -0.93265
C 0.57636 -0.84644 -1.30566
C 0.38811 0.42165 -2.25318
C -0.99004 0.99532 -2.74422
C -2.30658 0.21470 -2.26168
C -2.23466 -1.06134 -1.31226
C -3.61964 -1.81695 -0.86875
C -4.74557 -1.83358 -2.01781
C -5.70045 -0.54276 -2.11413
P -6.01726 0.38583 -0.50514
O -4.87588 1.40720 -0.30105
O -7.45944 1.33089 -0.77765
C -7.78418 2.03930 0.45639
C -9.06437 3.00701 0.21583
O -6.34977 -0.61303 0.84828
C -5.60590 -0.06936 1.98503
C -5.81621 -0.94555 3.33687
C -0.78993 -1.56606 -0.82333
C -0.76283 -2.85177 0.19346
F 0.19766 -2.65051 1.30193
C -0.49853 -4.20479 -0.65248
C -1.51536 -5.38650 -0.16098
S 1.98694 1.28067 -2.75621
H 5.99667 -5.69319 4.85126
H 6.16735 -2.08440 2.29856
H 6.41835 -1.09033 3.93107
H 4.08481 -0.51303 3.83251
H 3.67793 -2.30389 4.03677
H 4.05789 -2.54560 1.29048
H 2.43391 -1.92265 2.06111
H 5.13684 0.85175 2.49498
H 5.01641 3.22213 3.36043
H 3.64071 3.75055 2.20625
H 6.18592 5.64919 2.29303
H 4.36309 5.99467 1.89458
H 4.94357 5.79791 3.67902
H 5.12790 4.01118 -1.50970
H 3.64745 3.66774 -2.59094
H 3.07225 4.84499 0.37073
H 1.15583 4.44917 -1.45807
H 2.25261 5.44175 -2.70342
H 1.50950 6.33877 -1.26098
H 1.96814 -2.15334 -0.38304
H -1.05691 1.93721 -3.40206
H -3.29879 0.67605 -2.64244
H -3.29529 -2.93214 -0.72755
H -3.96791 -1.46633 0.16831
H -4.17761 -1.90887 -3.03622
H -5.43413 -2.77271 -1.99594
H -5.38451 0.24005 -2.91904
H -6.74250 -0.92714 -2.48263
H -8.07019 1.28649 1.30266
H -6.86515 2.68731 0.75767
H -8.84416 3.98238 0.81630
H -9.99019 2.45719 0.65508
H -9.19349 3.19555 -0.91066
H -4.45755 -0.08055 1.77632
H -5.88044 1.03132 2.22708
H -5.57997 -2.07500 3.18450
H -5.05014 -0.55334 4.12335
H -6.86092 -0.75029 3.77704
H -1.78724 -3.00528 0.73079
H 0.60534 -4.53690 -0.70655
H -0.81756 -3.97447 -1.75312
H -1.80394 -6.10996 -1.02739
H -2.53342 -4.96211 0.22370
H -1.05277 -5.93905 0.74418
Cl 2.29914 -4.14412 -2.78074
C 3.30044 -2.87246 -3.52696
C 2.96241 -2.66208 -4.99011
Cl 3.44040 -4.05152 -5.99842
H 4.34975 -3.14452 -3.39162
H 3.11222 -1.95344 -2.96715
H 3.50185 -1.79286 -5.37338
H 1.89359 -2.48998 -5.13499
*
```

Values from the calculation:
**SMILES**: C#CCCCc1cc(OCC)c(C[C@H](C)Br)c2c1Nc1c(ccc(CCCP(=O)(OCC)OCC)c1[C@H](F)CC)S2.ClCCCl
**Energy above the lowest of the compared OMol25 structures with the same formula, charge and spin**: 226.2 kcal/mol
**Gap between HOMO and LUMO**: 0.2916 Ha